No. 1
Density functional theory data (wB97M-V/def2-TZVPD) for the ion C4H11N4 with charge +1.

The geometry in ORCA input format:
```
! RIJCOSX wB97M-V def2-TZVPD def2/J DEFGRID3
* xyz 1 1
C -0.8412 1.7322 -0.4722
N -1.1890 0.5238 -0.1145
C -2.5357 0.4114 0.4411
C -0.0908 -0.4441 -0.0722
C -0.2137 -1.9092 -0.0209
N 1.0241 0.2896 -0.0818
N 2.2131 -0.2948 -0.1692
N 3.2843 0.5236 0.1796
H 0.0172 1.7756 -1.0632
H -1.6403 2.4742 -0.5625
H -2.7212 -0.4661 1.1104
H -2.7316 1.2438 1.2298
H -3.2898 0.4077 -0.3271
H -1.2543 -2.1176 -0.0099
H 0.2423 -2.1925 0.9436
H 0.1013 -2.3209 -0.9020
H 2.4589 -1.3117 -0.2167
H 4.0775 0.2117 -0.2803
H 3.0888 1.4633 0.3881
*
```

Structure (SMILES): C=[N+](C)/C(C)=N/NN
Relative energy (zero: lowest compared OMol25 entry of this formula, charge and spin) (kJ/mol): 495.0
DFT total energy (Ha): -377.6382
Gap between HOMO and LUMO (spin up / spin down) (eV): 6.7 / 6.7

Löwdin atomic charge list, values in e, 8 entries: C 0.1456; N -0.0886; C -0.0136; C -0.2719; C 0.0028; N 0.0671; N -0.0838; N 0.0740


No. 2
Density functional theory data (wB97M-V/def2-TZVPD) for an isolated molecule of C3H3NO3.

The geometry in ORCA input format:
```
! RIJCOSX wB97M-V def2-TZVPD def2/J DEFGRID3
* xyz 0 3
C -2.2781 -0.5362 0.1201
C -1.0368 -1.0705 0.6927
C -3.5050 0.1938 0.0553
N 0.1317 -0.1213 0.0709
O -2.5005 0.8248 -0.5430
O -4.6384 0.3861 0.2710
O -1.6376 -1.5872 -0.5220
H 1.0070 -0.1378 0.6013
H -0.0628 0.8945 0.1562
H 0.3909 -0.5750 -0.8817
*
```

Relative energy (zero: lowest compared OMol25 entry of this formula, charge and spin) (kJ/mol): 366.3
DFT total energy (Ha): -396.2505
Gap between HOMO and LUMO (spin up / spin down) (eV): 5.2 / 8.2

Löwdin atomic charge list, values in e, 8 entries: C -0.2689; C 0.0454; C -0.4470; N 0.0996; O 0.1466; O 0.1950; O 0.0537; H 0.0367


No. 3
Density functional theory data (wB97M-V/def2-TZVPD) for a structure of composition C16H13IrN2O6.

The geometry in ORCA input format:
```
! RIJCOSX wB97M-V def2-TZVPD def2/J DEFGRID3
* xyz 3 6
O -0.5719 6.5977 -5.8731
C -0.4517 5.4660 -5.5209
Ir 0.1248 0.7013 -4.1188
O 0.0649 1.9510 -1.3662
C 0.1422 1.3273 -2.3419
C 0.4170 -2.7239 -3.0276
O -0.1084 -3.8252 -2.9281
C 1.9916 0.1884 -4.7676
O 3.1119 0.0748 -5.2166
C -1.2655 0.5173 -5.3690
O -2.1413 0.6112 -6.1291
H 0.2631 2.0373 -4.5482
C -1.1497 -0.6333 3.4943
N -1.2369 -0.8734 2.0589
N -0.1847 -0.7756 1.2090
C -0.4777 -1.1284 -0.1240
O 0.3623 -1.1136 -1.0582
C -1.8657 -1.4595 0.0357
C -2.2985 -1.3033 1.3607
C -3.6511 -1.5486 1.9506
C 1.0105 -0.2832 1.7331
C 2.1412 -1.0698 2.0234
C 3.3349 -0.5418 2.5540
C 3.4025 0.8566 2.7539
C 2.3287 1.7076 2.3766
C 1.1652 1.1169 1.8720
H -2.1401 -0.8751 3.9258
H -0.9038 0.4293 3.6879
H -0.3804 -1.2906 3.9473
H -2.4145 -1.7712 -0.7792
H -3.6111 -2.3953 2.6382
H -3.9760 -0.6518 2.4774
H -4.3399 -1.7627 1.1320
H 1.9774 -2.1371 1.8315
H 4.1481 -1.2618 2.8195
H 4.3445 1.2283 3.1622
H 2.4774 2.8061 2.5470
H 0.3607 1.8080 1.5775
*
```

Relative energy (zero: lowest compared OMol25 entry of this formula, charge and spin) (kJ/mol): 190.6
DFT total energy (Ha): -1281.3705
Gap between HOMO and LUMO (spin up / spin down) (eV): 6.5 / 4.5

Löwdin atomic charge list, values in e, 8 entries: O -0.0124; C 0.0271; Ir 1.2450; O 0.1345; C -0.3368; C 0.0785; O 0.0065; C -0.1139


No. 4
Density functional theory data (wB97M-V/def2-TZVPD) for an isolated molecule of C8H15NO2.

The geometry in ORCA input format:
```
! RIJCOSX wB97M-V def2-TZVPD def2/J DEFGRID3
* xyz 0 1
N -0.4477 -1.5376 3.0289
C -1.1478 -1.3145 1.7722
C -0.1560 -0.9220 0.6744
C -0.8507 -0.7999 -0.6806
C 0.1609 -0.4559 -1.7679
C 0.9123 0.8484 -1.4582
C -0.0232 2.0248 -1.6100
O -0.9418 2.3261 -0.8949
O 0.2764 2.7386 -2.7074
C 1.5387 0.7836 -0.0585
C 0.5190 0.4064 1.0102
H 0.1826 -2.3282 2.9400
H -1.1077 -1.7504 3.7685
H -1.7228 -2.1971 1.4372
H -1.8539 -0.4953 1.9294
H 0.6110 -1.7039 0.6109
H -1.3517 -1.7369 -0.9355
H -1.6076 -0.0163 -0.6222
H -0.3401 -0.3702 -2.7350
H 0.8985 -1.2592 -1.8438
H 1.7020 0.9864 -2.2039
H -0.3418 3.4795 -2.8093
H 1.9917 1.7480 0.1837
H 2.3353 0.0356 -0.0827
H -0.2428 1.1826 1.0733
H 1.0071 0.3275 1.9812
*
```

Structure (SMILES): NC[C@H]1CC[C@@H](C(=O)O)CC1
Relative energy (zero: lowest compared OMol25 entry of this formula, charge and spin) (kJ/mol): 0.0
DFT total energy (Ha): -519.1004
Gap between HOMO and LUMO (eV): 10.0

Löwdin atomic charge list, values in e, 8 entries: N -0.0071; C -0.2677; C -0.3359; C -0.1637; C -0.1369; C -0.2353; C -0.4978; O 0.1108


No. 5
Density functional theory data (wB97M-V/def2-TZVPD) for an isolated molecule of C20H28FN5O3S.

The geometry in ORCA input format:
```
! RIJCOSX wB97M-V def2-TZVPD def2/J DEFGRID3
* xyz 0 1
C -5.9000 -1.8769 -0.7702
N -4.8807 -1.2114 0.0164
C -5.4338 -0.0750 0.7274
C -4.1796 -2.1309 0.8999
C -3.1082 -2.8964 0.1154
N -2.3040 -1.9417 -0.6065
C -0.9702 -1.8937 -0.5390
O -0.2882 -2.7391 0.0279
C -0.3879 -0.7006 -1.1990
O -1.2695 0.2169 -1.6551
N -0.6046 1.2950 -2.1135
C 0.6743 1.0690 -1.9658
C 1.6618 2.1340 -2.2022
S 2.1676 2.8094 -0.5560
C 0.6220 2.7153 0.3188
C 0.5830 2.0124 1.5163
C -0.6171 1.8404 2.1797
C -1.7648 2.3753 1.6225
F -2.9488 2.1701 2.2445
C -1.7417 3.1043 0.4478
C -0.5347 3.2810 -0.2032
C 0.8939 -0.2237 -1.3878
C 2.2510 -0.8092 -1.2039
O 3.2333 -0.2594 -1.6785
N 2.2941 -1.9509 -0.5077
C 3.5294 -2.6469 -0.2473
C 3.8364 -2.7583 1.2625
N 4.3593 -1.5866 1.9257
C 5.6702 -1.1801 1.4664
C 3.4498 -0.4612 1.9735
H -5.4546 -2.6855 -1.3459
H -6.7070 -2.2927 -0.1476
H -6.3338 -1.1604 -1.4658
H -5.8765 0.6083 0.0044
H -6.2074 -0.3628 1.4538
H -4.6389 0.4491 1.2538
H -4.8585 -2.8458 1.3915
H -3.6841 -1.5431 1.6759
H -3.5680 -3.5940 -0.5916
H -2.4567 -3.4596 0.7864
H -2.8319 -1.1771 -1.0099
H 2.5864 1.7394 -2.6190
H 1.2449 2.9331 -2.8113
H 1.4930 1.5924 1.9142
H -0.6718 1.2875 3.1041
H -2.6551 3.5160 0.0500
H -0.4977 3.8432 -1.1220
H 1.4312 -2.3698 -0.1628
H 3.4588 -3.6577 -0.6621
H 4.3265 -2.1072 -0.7625
H 2.9179 -3.0525 1.7799
H 4.5708 -3.5575 1.3972
H 6.0746 -0.4579 2.1758
H 6.3286 -2.0468 1.4397
H 5.6559 -0.7095 0.4731
H 3.3987 0.0902 1.0250
H 3.7970 0.2275 2.7462
H 2.4541 -0.8136 2.2394
*
```

Structure (SMILES): CN(C)CCNC(=O)c1onc(CSc2ccc(F)cc2)c1C(=O)NCCN(C)C
Relative energy (zero: lowest compared OMol25 entry of this formula, charge and spin) (kJ/mol): 12.1
DFT total energy (Ha): -1776.4451
Gap between HOMO and LUMO (eV): 8.0

Löwdin atomic charge list, values in e, 8 entries: C -0.0964; N -0.2971; C -0.0920; C -0.1898; C -0.1451; N 0.0949; C -0.3905; O 0.0572


No. 6
Density functional theory data (wB97M-V/def2-TZVPD) for a structure of composition C44H43F6N6O5PPdS4Si.

The geometry in ORCA input format:
```
! RIJCOSX wB97M-V def2-TZVPD def2/J DEFGRID3
* xyz 0 3
Pd 0.3479 0.3165 -0.8453
O -0.2616 0.1270 2.0723
P -1.4400 -0.0539 2.9808
C -2.4857 1.4099 3.1236
C -1.9135 2.5330 3.7236
C -2.6454 3.6946 3.8869
C -3.9663 3.7468 3.4584
C -4.5467 2.6349 2.8727
C -3.8104 1.4701 2.7066
C -2.4927 -1.4144 2.4782
C -3.0974 -1.3400 1.2223
C -3.8663 -2.3908 0.7542
C -4.0159 -3.5351 1.5236
C -3.3915 -3.6310 2.7581
C -2.6322 -2.5745 3.2349
C -0.8868 -0.3562 4.6691
C 0.4846 -0.3968 4.8926
C 0.9754 -0.5895 6.1777
C 0.0956 -0.7415 7.2355
C -1.2771 -0.6916 7.0167
C -1.7673 -0.4937 5.7396
H -0.8864 2.4963 4.0670
H -2.1897 4.5554 4.3563
H -4.5412 4.6528 3.5899
H -5.5774 2.6652 2.5463
H -4.2869 0.6041 2.2665
H -2.9355 -0.4778 0.5873
H -4.3155 -2.3294 -0.2267
H -4.6064 -4.3610 1.1511
H -3.4926 -4.5301 3.3501
H -2.1441 -2.6612 4.1972
H 1.1599 -0.2582 4.0572
H 2.0427 -0.6129 6.3472
H 0.4755 -0.8893 8.2368
H -1.9612 -0.8020 7.8463
H -2.8371 -0.4414 5.5765
C 1.8754 -3.2915 1.9947
N 0.7979 -2.6510 1.2803
C 0.4211 -2.9960 0.0596
N 0.8721 -4.1749 -0.4244
S -0.6349 -2.0614 -0.9072
H 1.9232 -2.8631 2.9921
H 2.8389 -3.1230 1.5033
H 1.6952 -4.3625 2.1053
H 0.5713 -1.6830 1.5357
H 1.6920 -4.6066 -0.0317
H 0.6863 -4.3474 -1.3979
C -2.7795 -3.1512 -4.7881
C -3.2606 -2.1089 -4.0083
C -2.4049 -1.1061 -3.5840
C -1.0492 -1.1119 -3.9287
C -0.5882 -2.1653 -4.7213
C -1.4417 -3.1743 -5.1475
Si 0.1095 0.2385 -3.3085
C -0.4770 1.8316 -4.1229
C -1.2838 1.8202 -5.2649
C -1.6802 2.9999 -5.8790
C -1.2899 4.2236 -5.3544
C -0.4919 4.2599 -4.2198
C -0.0922 3.0751 -3.6214
C 1.8416 -0.1560 -3.9055
C 2.5078 0.6411 -4.8377
C 3.8032 0.3484 -5.2380
C 4.4603 -0.7537 -4.7133
C 3.8180 -1.5593 -3.7834
C 2.5286 -1.2565 -3.3823
H -3.4453 -3.9375 -5.1187
H -4.3063 -2.0826 -3.7283
H -2.7919 -0.3094 -2.9587
H 0.4527 -2.2005 -5.0112
H -1.0600 -3.9769 -5.7650
H -1.6024 0.8757 -5.6879
H -2.2978 2.9636 -6.7674
H -1.6009 5.1439 -5.8318
H -0.1710 5.2077 -3.8078
H 0.5516 3.1117 -2.7527
H 2.0139 1.5133 -5.2463
H 4.3032 0.9889 -5.9524
H 5.4750 -0.9755 -5.0167
H 4.3334 -2.4095 -3.3557
H 2.0410 -1.8804 -2.6354
C -4.3533 3.1151 -3.2523
C -4.6341 2.6397 -1.8290
C -3.3686 2.4679 -1.0547
N -2.6269 1.4252 -1.1369
N -1.4838 1.5269 -0.3913
C -1.4020 2.6477 0.2715
N -0.4295 2.9287 1.1599
S -2.7271 3.7087 -0.0216
H -5.2823 3.2196 -3.8099
H -3.7105 2.4047 -3.7715
H -3.8398 4.0764 -3.2563
H -5.1408 1.6730 -1.8398
H -5.2888 3.3407 -1.3075
H 0.3757 2.3132 1.1788
H -0.2518 3.8934 1.3764
F 3.7033 -0.1076 2.5083
C 3.9195 0.9536 1.7165
F 3.3711 2.0131 2.2997
F 5.2270 1.1342 1.6115
S 3.1749 0.6228 0.0202
O 2.3005 -0.5077 0.2670
O 4.2714 0.4419 -0.8719
N 2.2510 1.9092 -0.2991
S 3.1705 3.1001 -1.0015
O 4.4052 3.2924 -0.3021
O 3.1267 3.0637 -2.4255
C 2.1593 4.5768 -0.5384
F 2.7392 5.6428 -1.0900
F 0.9053 4.5103 -0.9973
F 2.1084 4.7598 0.7820
*
```

Relative energy (zero: lowest compared OMol25 entry of this formula, charge and spin) (kJ/mol): 0.0
DFT total energy (Ha): -5357.9930
Gap between HOMO and LUMO (spin up / spin down) (eV): 6.3 / 7.9

Löwdin atomic charge list, values in e, 8 entries: Pd 0.5924; O -0.3622; P 0.7938; C -0.2708; C -0.0946; C -0.0775; C -0.0909; C -0.0932


> What is the formula in the third record?

C16H13IrN2O6